10
Properties=species:S:1:pos:R:3 method="wB97M-V/def2-TZVPD" e_above_lowest_kcal_mol=104.2 gap_ev=7.76 homo_energy_ev=-9.3 fmax_ev_per_a=4.15 charge=0 lumo_energy_ev=-1.539 total_energy_ha=-570.0685
C 0.335 -1.022 0.078
C -0.371 0.221 0.873
C -0.813 1.314 -0.039
H 1.363 0.560 -2.130
H 1.397 -0.757 0.084
H 0.128 -2.097 0.750
H -1.241 -0.390 1.066
H 0.242 0.633 1.752
N -0.778 2.244 -0.679
S -0.262 -0.706 -1.756

20
Properties=species:S:1:pos:R:3 method="wB97M-V/def2-TZVPD" e_above_lowest_kcal_mol=24.7 gap_ev=8.57 homo_energy_ev=-9.2 fmax_ev_per_a=4.14 charge=0 lumo_energy_ev=-0.614 total_energy_ha=-723.1122
C 3.183 -0.381 0.210
C 0.365 3.080 0.751
C -0.615 -1.872 -1.253
C -0.430 -2.692 0.899
C 0.772 2.174 -0.410
N 4.330 -0.374 -0.087
N -0.438 -1.519 0.155
O 0.145 0.910 -0.326
P 0.396 -0.218 0.791
H 0.423 2.751 1.717
H 0.945 4.094 0.595
H -0.738 3.243 0.778
H -0.711 -0.933 -1.855
H 0.230 -2.567 -1.468
H -1.658 -2.326 -1.264
H -1.450 -3.030 0.909
H 0.189 -3.447 0.389
H -0.116 -2.709 1.986
H 1.888 2.026 -0.276
H 0.366 2.574 -1.320

12
Properties=species:S:1:pos:R:3 method="wB97M-V/def2-TZVPD" e_above_lowest_kcal_mol=105.4 gap_ev=9.24 homo_energy_ev=-8.3 fmax_ev_per_a=5.43 charge=0 lumo_energy_ev=0.978 total_energy_ha=-302.5251
C 1.412 -0.352 1.024
C 0.791 0.919 -0.690
C -1.632 -0.434 -0.168
N 0.479 -1.132 0.687
N -0.258 -0.680 -0.367
O 1.616 0.863 0.481
H 2.128 -0.690 1.803
H 1.452 0.887 -1.547
H -0.035 1.579 -0.710
H -1.985 -0.017 -1.274
H -2.148 -1.277 0.077
H -1.819 0.334 0.683

64
Properties=species:S:1:pos:R:3 method="wB97M-V/def2-TZVPD" gap_ev=5.23 homo_energy_ev=-3.3 fmax_ev_per_a=1.52 charge=-1 lumo_energy_ev=1.900 total_energy_ha=-4725.3974
C 3.669 -0.462 -1.775
P 3.749 -2.316 -1.349
O 4.944 -3.033 -2.365
Ga 1.592 -3.076 -2.028
N 0.369 -1.698 -1.415
H 3.304 -0.405 -2.827
H 2.890 -0.038 -1.119
H 4.642 0.044 -1.668
H 5.734 -3.194 -1.857
H 1.631 -3.156 -3.654
H 1.245 -4.529 -1.450
H 0.206 -0.978 -2.106
H -0.495 -2.076 -1.054
C -5.661 -0.826 1.014
O -5.188 0.224 1.853
P -4.107 1.236 1.266
O -4.490 1.919 0.016
O -2.757 0.388 1.192
C -2.410 -0.257 -0.044
O -3.843 2.186 2.511
C -2.812 3.162 2.364
H -5.664 -0.529 -0.037
H -5.034 -1.708 1.146
H -6.679 -1.071 1.312
H -2.572 0.407 -0.893
H -2.994 -1.170 -0.170
H -1.354 -0.520 -0.007
H -3.012 3.805 1.505
H -1.844 2.674 2.244
H -2.790 3.769 3.267
C -10.528 5.248 4.685
O -9.806 4.489 3.724
P -8.297 4.092 4.048
O -8.089 3.372 5.318
O -7.471 5.459 3.908
C -7.219 6.228 5.082
O -7.900 3.307 2.731
C -6.533 2.884 2.616
H -10.199 5.026 5.702
H -10.398 6.313 4.479
H -11.584 5.001 4.596
H -6.906 5.590 5.910
H -8.109 6.792 5.367
H -6.417 6.930 4.861
H -6.254 2.254 3.459
H -5.876 3.752 2.567
H -6.435 2.318 1.699
C 7.344 -4.262 -3.925
O 8.494 -5.047 -3.588
P 9.861 -4.299 -3.289
O 9.816 -3.269 -2.235
O 10.372 -3.777 -4.717
C 10.060 -2.438 -5.102
O 10.828 -5.530 -3.007
C 12.205 -5.228 -2.806
H 7.367 -3.285 -3.441
H 7.300 -4.135 -5.009
H 6.452 -4.790 -3.599
H 10.222 -1.743 -4.277
H 9.026 -2.371 -5.443
H 10.718 -2.161 -5.925
H 12.329 -4.527 -1.979
H 12.638 -4.807 -3.716
H 12.723 -6.155 -2.567

104
Properties=species:S:1:pos:R:3 method="wB97M-V/def2-TZVPD" e_above_lowest_kcal_mol=22.5 gap_ev=7.82 homo_energy_ev=-10.4 fmax_ev_per_a=0.74 charge=+1 lumo_energy_ev=-2.601 total_energy_ha=-6710.3832
Sn 0.738 0.889 2.125
C -0.706 -2.803 -0.921
Si -0.409 -1.221 -1.843
C -1.973 -0.201 -1.768
C -3.060 -1.018 -2.129
C -4.347 -0.517 -2.201
C -4.577 0.820 -1.907
C -3.518 1.635 -1.547
C -2.213 1.142 -1.454
P -0.843 2.265 -0.939
C -1.316 3.731 -1.953
C -1.944 4.876 -1.469
C -2.302 5.901 -2.339
C -2.038 5.795 -3.696
C -1.408 4.660 -4.188
C -1.044 3.641 -3.321
C -1.353 2.822 0.737
C -2.421 2.310 1.468
C -2.645 2.733 2.773
C -1.804 3.665 3.363
C -0.750 4.206 2.634
C -0.528 3.790 1.330
C 0.378 -1.699 -3.469
C -0.061 -2.090 -4.732
C 0.864 -2.611 -5.625
C 2.211 -2.745 -5.274
C 2.663 -2.347 -4.026
C 1.730 -1.821 -3.139
P 1.960 -0.946 -1.567
C 2.867 0.526 -2.142
C 2.178 1.496 -2.862
C 2.864 2.535 -3.469
C 4.247 2.603 -3.369
C 4.940 1.621 -2.678
C 4.258 0.577 -2.068
C 2.993 -1.902 -0.448
C 2.996 -3.291 -0.589
C 3.773 -4.065 0.257
C 4.528 -3.459 1.253
C 4.509 -2.080 1.406
C 3.739 -1.296 0.561
H -1.333 -3.458 -1.534
H -1.191 -2.635 0.044
H 0.236 -3.322 -0.729
H -2.898 -2.064 -2.373
H -5.165 -1.166 -2.490
H -5.579 1.227 -1.961
H -3.704 2.680 -1.331
H -2.162 4.978 -0.415
H -2.793 6.784 -1.949
H -2.320 6.595 -4.369
H -1.197 4.571 -5.247
H -0.555 2.754 -3.715
H -3.070 1.563 1.030
H -3.481 2.329 3.332
H -1.967 3.972 4.389
H -0.099 4.946 3.083
H 0.298 4.208 0.763
H -1.104 -2.003 -5.016
H 0.538 -2.928 -6.609
H 2.914 -3.146 -5.993
H 3.711 -2.421 -3.759
H 1.106 1.436 -2.951
H 2.319 3.293 -4.020
H 4.784 3.419 -3.837
H 6.020 1.662 -2.611
H 4.813 -0.183 -1.536
H 2.408 -3.764 -1.367
H 3.777 -5.141 0.146
H 5.130 -4.069 1.916
H 5.083 -1.605 2.193
H 3.711 -0.223 0.705
O 3.644 0.250 4.384
S 2.277 -0.166 4.437
O 1.279 0.927 4.472
N 1.825 -1.058 3.140
C 1.450 -2.312 3.501
S 0.915 -3.481 2.471
C 1.565 -2.517 4.988
C 1.303 -3.671 5.707
C 1.471 -3.642 7.086
C 1.889 -2.484 7.742
C 2.155 -1.324 7.031
C 1.981 -1.377 5.662
H 0.973 -4.561 5.188
H 1.279 -4.537 7.665
H 2.014 -2.490 8.816
H 2.478 -0.418 7.528
C -3.265 -2.974 4.384
C -3.729 -2.157 3.170
C -4.352 -3.078 2.107
C -4.729 -1.070 3.589
C -2.553 -1.507 2.559
N -1.638 -1.002 2.082
H -4.107 -3.553 4.767
H -2.903 -2.321 5.179
H -2.464 -3.661 4.107
H -5.254 -3.535 2.518
H -3.658 -3.872 1.826
H -4.623 -2.515 1.212
H -5.626 -1.545 3.989
H -5.017 -0.453 2.735
H -4.305 -0.427 4.362
Br 2.790 2.172 1.338

16
Properties=species:S:1:pos:R:3 method="wB97M-V/def2-TZVPD" e_above_lowest_kcal_mol=110.1 gap_ev="8.53 / 8.52" homo_energy_ev="-8.0 / -8.0" fmax_ev_per_a=2.09 charge=0 lumo_energy_ev="0.527 / 0.526" total_energy_ha=-267.7499
C -1.242 -0.360 -0.780
C -2.127 -0.606 0.417
C 2.687 -0.150 0.257
N -0.400 1.628 -0.411
C 1.249 0.221 0.194
N 0.767 1.383 0.103
H -0.902 2.287 0.188
H -0.814 -1.266 -1.208
H -1.719 0.146 -1.610
H 0.398 -0.523 -0.135
H -2.824 -1.430 0.230
H -1.542 -0.876 1.300
H -2.702 0.286 0.666
H 3.275 0.693 0.617
H 2.843 -1.010 0.910
H 3.054 -0.421 -0.737